No. 1
Entry from the Open Molecules 2025 dataset: one molecule with the formula C12H18O5 (ωB97M-V/def2-TZVPD).

The geometry in XYZ format:
```
35
Properties=species:S:1:pos:R:3:nbo_charge:R:1
C 3.63 -0.58 3.38 -0.30
C 3.96 0.01 2.15 -0.06
C 4.60 0.65 0.75 -0.46
C 4.04 -0.09 -0.61 -0.43
C 2.53 0.42 -1.08 -0.08
O 1.96 -0.68 -1.88 -0.53
C 0.49 -0.79 -1.64 1.00
O -0.18 0.36 -1.55 -0.62
O -0.08 -2.14 -1.60 -0.52
C -1.12 -2.28 -0.56 -0.09
C -2.59 -1.71 -0.99 -0.43
C -3.54 -1.55 0.37 -0.50
C -3.09 -0.16 1.19 0.80
O -2.31 -0.37 2.27 -0.60
O -3.60 1.15 0.75 -0.54
C -2.56 2.19 0.76 -0.09
C -2.30 2.68 -0.82 -0.65
H 3.53 -1.14 4.42 0.29
H 5.78 0.48 0.76 0.25
H 4.38 1.80 0.69 0.24
H 4.81 0.03 -1.51 0.22
H 3.93 -1.25 -0.36 0.24
H 2.64 1.44 -1.68 0.20
H 1.95 0.62 -0.06 0.21
H -0.80 -1.83 0.50 0.22
H -1.25 -3.45 -0.38 0.21
H -2.59 -0.65 -1.50 0.24
H -3.10 -2.49 -1.70 0.22
H -3.36 -2.45 1.09 0.24
H -4.64 -1.52 -0.01 0.24
H -2.91 3.13 1.40 0.20
H -1.51 1.85 1.15 0.22
H -2.59 1.78 -1.54 0.23
H -2.96 3.63 -1.09 0.21
H -1.15 2.89 -1.03 0.23
```

Computed properties:
- orbital gap (eV) = 10.1706
- energy relative to the best compared isomer or geometry (same formula, charge and spin) (eV) = 11.288
- F_max (eV/Å) = 9.423
- E (Eh) = -843.8592
- SMILES string = C#CCCCOC(=O)OCCCC(=O)OCC
- E_LUMO (Eh) = 0.0233

***

No. 2
Entry from the Open Molecules 2025 dataset: C12H19AlBrN4O4P2 as an isolated structure (ωB97M-V/def2-TZVPD).

The geometry in XYZ format:
```
43
Properties=species:S:1:pos:R:3:nbo_charge:R:1
O -3.44 -2.53 -1.40 -0.32
N -2.28 -2.75 -1.37 0.35
O -1.55 -1.65 -1.10 -0.74
Al 0.03 -2.00 -0.34 1.02
P 1.32 0.04 -0.47 0.92
O 0.51 1.27 -0.84 -1.18
P -0.06 -2.74 1.96 0.40
O -0.37 -4.35 1.65 -1.00
Br -2.17 -2.06 2.49 -0.32
H 0.80 -3.20 -1.07 -0.40
H 2.39 -0.16 -1.39 -0.09
H 2.08 0.24 0.71 -0.09
H -0.07 -4.59 0.77 0.49
N -1.75 2.76 -1.95 -0.50
C -1.61 3.77 -2.85 -0.09
C -2.83 3.99 -3.44 -0.32
C -3.75 3.08 -2.85 -0.33
C -3.04 2.33 -1.94 -0.07
H -1.00 2.37 -1.38 0.46
H -0.66 4.24 -3.01 0.20
H -3.05 4.73 -4.20 0.20
H -4.80 2.97 -3.07 0.21
H -3.35 1.53 -1.29 0.22
N 2.98 0.80 -4.29 -0.50
C 3.71 1.96 -4.22 -0.07
C 5.03 1.64 -4.39 -0.31
C 5.10 0.23 -4.57 -0.32
C 3.82 -0.26 -4.50 -0.08
H 1.99 0.74 -4.19 0.42
H 3.22 2.90 -4.04 0.21
H 5.85 2.33 -4.38 0.21
H 5.99 -0.36 -4.72 0.21
H 3.44 -1.26 -4.59 0.21
N -1.37 -1.62 5.90 -0.51
C -1.14 -2.71 6.68 -0.07
C -1.06 -2.28 7.99 -0.31
C -1.24 -0.87 7.97 -0.32
C -1.43 -0.50 6.67 -0.08
H -1.47 -1.65 4.89 0.43
H -1.06 -3.69 6.26 0.21
H -0.89 -2.91 8.85 0.21
H -1.24 -0.21 8.82 0.21
H -1.60 0.47 6.23 0.21
```

Computed properties:
- total charge = -1
- orbital gap (eV) = 8.0571
- F_max (eV/Å) = 0.526
- E (Eh) = -4487.8978
- E_LUMO (Eh) = 0.0986

***

No. 3
Entry from the Open Molecules 2025 dataset: C12H19AlO7 as an isolated structure (ωB97M-V/def2-TZVPD).

The geometry in XYZ format:
```
39
Properties=species:S:1:pos:R:3:nbo_charge:R:1
Al -1.76 -0.43 3.61 1.10
O -0.20 -0.38 1.43 -0.59
H 0.12 -0.10 0.55 0.46
O -2.69 -1.68 1.41 -0.50
C -2.74 -2.04 0.25 0.84
O -3.82 -2.57 -0.23 -0.40
C -3.65 -3.09 -1.57 -0.08
C -2.15 -2.98 -1.85 -0.44
C -1.66 -1.96 -0.82 -0.50
H -4.24 -2.51 -2.28 0.22
H -4.00 -4.12 -1.57 0.23
H -1.89 -2.71 -2.87 0.26
H -1.68 -3.94 -1.64 0.24
H -1.69 -0.93 -1.20 0.26
H -0.70 -2.25 -0.41 0.26
O -2.61 1.31 1.50 -0.54
C -2.06 1.97 0.65 0.82
O -2.18 1.67 -0.63 -0.46
C -1.28 2.52 -1.44 -0.08
C -0.26 3.05 -0.45 -0.43
C -1.09 3.12 0.84 -0.51
H -1.93 3.29 -1.86 0.22
H -0.93 1.89 -2.26 0.22
H 0.06 4.05 -0.72 0.27
H 0.60 2.40 -0.32 0.20
H -1.69 4.04 0.89 0.28
H -0.53 2.95 1.75 0.25
O 5.88 -0.75 -0.71 -0.36
C 4.95 -0.54 -0.01 0.78
O 3.73 -1.16 -0.26 -0.44
C 2.77 -0.66 0.65 -0.05
C 3.34 0.67 1.15 -0.42
C 4.83 0.33 1.23 -0.49
H 2.58 -1.36 1.46 0.21
H 1.86 -0.44 0.06 0.19
H 2.85 1.03 2.06 0.24
H 3.21 1.46 0.40 0.22
H 5.11 -0.31 2.07 0.27
H 5.54 1.14 1.14 0.28
```

Computed properties:
- total charge = +2
- orbital gap (eV) = 2.5901
- energy relative to the best compared isomer or geometry (same formula, charge and spin) (eV) = 0.335
- F_max (eV/Å) = 1.634
- E (Eh) = -1236.9276
- E_LUMO (Eh) = -0.4901

***

No. 4
Entry from the Open Molecules 2025 dataset: a 2-piece molecular cluster, C12H19BBrNO4S overall (ωB97M-V/def2-TZVPD).

The geometry in XYZ format:
```
39
Properties=species:S:1:pos:R:3:nbo_charge:R:1
O 1.12 -4.37 2.50 -0.58
C 0.84 -3.89 1.42 0.72
C 1.81 -3.09 0.59 -0.51
C 2.80 -2.27 1.43 -0.79
B 3.96 -3.15 2.06 0.48
Br 5.68 -2.35 2.42 -0.13
N -0.49 -4.06 0.89 -0.66
C -1.17 -2.76 1.03 0.13
C -1.61 -2.38 2.27 -0.24
C -2.21 -1.15 2.38 -0.22
C -2.34 -0.36 1.28 -0.17
C -1.92 -0.75 0.04 -0.20
C -1.32 -1.98 -0.09 -0.24
H 2.32 -3.74 -0.13 0.24
H 1.26 -2.37 -0.03 0.23
H 2.28 -1.69 2.20 0.26
H 3.31 -1.53 0.81 0.24
H 3.71 -4.28 2.30 -0.06
H -0.93 -4.72 1.52 0.38
H -1.45 -3.04 3.11 0.23
H -2.57 -0.86 3.36 0.22
H -2.80 0.62 1.37 0.21
H -2.02 -0.13 -0.84 0.23
H -0.94 -2.37 -1.02 0.22
C -0.27 4.74 -0.04 -0.64
C -0.06 5.11 -1.50 -0.08
O 0.12 3.95 -2.33 -0.72
S -1.17 3.13 -2.75 2.39
C -0.42 2.16 -4.01 -0.89
O -2.12 4.02 -3.33 -0.93
O -1.54 2.26 -1.67 -0.94
H -1.23 4.24 0.10 0.23
H -0.27 5.64 0.58 0.22
H 0.50 4.06 0.30 0.22
H -0.88 5.73 -1.88 0.20
H 0.86 5.69 -1.59 0.20
H -0.09 2.83 -4.81 0.25
H -1.17 1.47 -4.39 0.25
H 0.42 1.62 -3.59 0.25
```

Computed properties:
- orbital gap (eV) = 9.5465
- F_max (eV/Å) = 2.027
- E (Eh) = -3821.4361
- SMILES string = O=C(CCBBr)Nc1ccccc1.CCOS(C)(=O)=O
- E_LUMO (Eh) = 0.0131

***

No. 5
Entry from the Open Molecules 2025 dataset: a 2-piece molecular cluster, C12H19BN3O5PS overall (ωB97M-V/def2-TZVPD).

The geometry in XYZ format:
```
42
Properties=species:S:1:pos:R:3:nbo_charge:R:1
C 2.66 -2.53 -0.25 -0.64
C 1.21 -2.72 -0.69 -0.12
O 0.99 -2.30 -2.07 -0.67
B 0.99 -1.03 -2.45 1.13
O 0.93 -0.73 -3.80 -0.91
C 1.02 0.22 -1.44 -0.14
C 2.06 0.86 -0.89 -0.03
N 1.59 1.88 -0.07 -0.66
P 2.57 2.97 0.86 1.95
O 2.58 2.33 2.31 -0.98
O 1.67 4.27 0.94 -0.97
S 4.26 3.22 0.06 -0.49
C 0.26 1.85 -0.13 0.29
N -0.11 0.88 -0.94 -0.27
C -1.50 0.59 -1.17 0.05
C -2.45 1.54 -1.49 -0.17
C -3.74 1.07 -1.62 -0.25
C -4.00 -0.29 -1.44 0.06
N -3.09 -1.20 -1.10 -0.37
C -1.86 -0.72 -0.99 0.05
H 2.69 -1.90 0.64 0.23
H 3.13 -3.47 0.01 0.22
H 3.26 -2.03 -1.02 0.19
H 0.52 -2.25 0.03 0.28
H 0.97 -3.78 -0.67 0.19
H 1.75 -0.38 -4.16 0.50
H 3.11 0.66 -1.00 0.26
H 1.95 1.61 2.46 0.54
H 0.92 4.20 1.54 0.51
H -0.43 2.49 0.40 0.24
H -2.19 2.59 -1.61 0.22
H -4.56 1.74 -1.86 0.23
H -5.02 -0.65 -1.56 0.20
H -1.06 -1.38 -0.66 0.25
C -1.72 -1.29 3.58 -0.63
C -1.04 -0.63 2.37 0.00
O -0.18 -1.42 1.70 -0.98
H -0.97 -1.60 4.31 0.19
H -2.42 -0.60 4.07 0.18
H -2.28 -2.17 3.26 0.20
H -0.59 0.33 2.77 0.03
H -1.89 -0.24 1.74 0.06
```

Computed properties:
- orbital gap (eV) = 5.9955
- F_max (eV/Å) = 1.295
- E (Eh) = -1773.5985
- E_LUMO (Eh) = -0.0164

***

No. 6
Entry from the Open Molecules 2025 dataset: C12H19Cl3O3Sn as an isolated structure (ωB97M-V/def2-TZVPD).

The geometry in XYZ format:
```
38
Properties=species:S:1:pos:R:3:nbo_charge:R:1
C -1.35 0.77 -1.48 -0.16
C -0.17 1.35 -2.00 -0.14
C 0.42 2.15 -0.99 -0.13
C 0.35 1.18 -3.38 -0.62
C -0.37 2.01 0.19 -0.15
C -1.47 1.16 -0.11 -0.06
C -2.56 0.80 0.80 -0.63
C -2.32 -0.04 -2.25 -0.62
C 1.63 2.98 -1.15 -0.62
C -0.09 2.62 1.51 -0.62
Sn 0.58 -1.90 0.54 1.95
Cl 1.89 -1.70 -1.55 -0.55
Cl -1.09 -3.00 -0.92 -0.59
Cl 1.85 0.00 1.19 -0.52
H 0.02 0.21 -3.79 0.20
H 1.45 1.22 -3.38 0.19
H -0.02 1.97 -4.04 0.16
H 2.42 2.42 -1.65 0.19
H 1.98 3.33 -0.17 0.19
H 1.40 3.86 -1.76 0.17
H 0.98 2.58 1.72 0.19
H -0.62 2.07 2.29 0.20
H -0.42 3.66 1.53 0.16
H -2.23 0.85 1.84 0.20
H -2.91 -0.22 0.60 0.20
H -3.41 1.49 0.67 0.15
H -1.81 -0.76 -2.89 0.20
H -2.94 0.61 -2.88 0.16
H -2.98 -0.59 -1.57 0.20
O -1.07 -1.51 1.57 -1.09
H -1.59 -2.28 1.26 0.47
C 2.31 -4.29 3.39 -0.71
C 1.81 -3.50 2.22 0.76
O 1.83 -3.83 0.99 -0.69
O 1.30 -2.39 2.63 -0.70
H 2.83 -5.19 3.07 0.20
H 1.43 -4.49 4.01 0.23
H 2.94 -3.60 3.94 0.24
```

Computed properties:
- total charge = -2
- orbital gap (eV) = 4.0132
- energy relative to the best compared isomer or geometry (same formula, charge and spin) (eV) = 0.000
- F_max (eV/Å) = 2.472
- E (Eh) = -2289.3703
- E_LUMO (Eh) = 0.1781

***

No. 7
Entry from the Open Molecules 2025 dataset: C12H19ClILaNO2P as an isolated structure (ωB97M-V/def2-TZVPD).

The geometry in XYZ format:
```
38
Properties=species:S:1:pos:R:3:lowdin_charge:R:1
C 0.18 -1.35 -1.97 -0.07
C 1.17 -0.50 -2.76 -0.79
H -0.02 -2.26 -2.55 0.11
H -0.78 -0.84 -1.81 0.06
H 0.62 -1.64 -1.02 0.05
O 2.32 -0.86 -3.07 -0.07
I 1.92 1.66 -1.42 0.55
La -0.45 1.93 1.29 1.50
P 0.33 0.66 -4.03 0.81
C 1.64 1.61 -4.79 -0.21
C -0.39 -0.46 -5.25 -0.16
H -1.57 1.15 -2.58 0.01
H -1.61 1.98 -4.20 0.08
H -0.53 2.56 -2.89 0.02
C -0.97 1.67 -3.35 -0.24
H -1.39 -0.78 -4.92 0.07
H -0.47 0.07 -6.21 0.07
H 1.33 1.89 -5.81 0.08
H 2.55 1.00 -4.81 0.08
H 0.25 -1.35 -5.37 0.08
H 1.84 2.51 -4.19 0.02
C 0.97 -0.17 1.04 -0.23
O 1.53 -1.16 1.28 0.13
Cl -2.60 1.35 0.10 -0.13
C -0.12 -1.61 6.66 -0.01
C -0.35 -0.89 5.36 -0.20
C 0.48 0.18 5.02 0.02
C 0.27 0.87 3.85 -0.18
N -0.82 0.58 3.07 -0.28
C -1.62 -0.50 3.36 -0.06
C -1.40 -1.25 4.50 0.04
H 0.85 -2.14 6.63 0.11
H -0.08 -0.90 7.51 0.11
H -0.91 -2.35 6.83 0.10
H 1.35 0.46 5.64 0.15
H 0.95 1.68 3.50 0.10
H -2.42 -0.67 2.64 0.12
H -2.03 -2.12 4.70 0.14
```

Computed properties:
- total charge = +2
- orbital gap (eV) = 6.7580
- F_max (eV/Å) = 6.201
- E (Eh) = -1804.2460
- E_LUMO (Eh) = -0.2821